# 1
Formula: C10H9N5O4
Source: the OMol25 dataset
Level of theory: ωB97M-V/def2-TZVPD

```
! wB97M-V def2-TZVPD RIJCOSX def2/J DEFGRID3
* xyz 0 1
C -3.067 2.468 -4.190
C -2.786 2.275 -2.758
O -3.701 2.378 -1.955
N -1.503 1.974 -2.392
C -1.073 1.737 -1.210
N -1.787 1.850 -0.060
N 0.215 1.287 -1.165
C 0.689 0.403 -0.223
N -0.074 -0.308 0.589
C 0.897 -1.037 1.256
C 0.761 -1.917 2.288
C 1.896 -2.486 2.913
N 1.750 -3.490 3.918
O 2.776 -3.890 4.507
O 0.595 -3.952 4.134
C 3.233 -2.155 2.433
C 3.372 -1.288 1.340
C 2.177 -0.724 0.800
O 2.030 0.186 -0.183
H -2.585 1.740 -4.855
H -4.120 2.314 -4.323
H -2.794 3.473 -4.531
H -0.815 1.852 -3.116
H -2.801 1.944 -0.236
H -1.505 1.158 0.631
H -0.230 -2.190 2.628
H 4.134 -2.574 2.850
H 4.316 -1.027 0.909
*
```

Results
structure (SMILES): CC(=O)N/C(N)=N/c1nc2cc([N+](=O)[O-])ccc2o1
relative energy (zero: lowest compared OMol25 entry of this formula, charge and spin): 0.0 kcal per mole
highest occupied orbital energy: -0.309 hartree

=====

# 2
Formula: C32H55N4O
Source: the OMol25 dataset
Level of theory: ωB97M-V/def2-TZVPD

```
! wB97M-V def2-TZVPD RIJCOSX def2/J DEFGRID3
* xyz 1 1
C -2.682 0.738 2.395
C -4.073 1.266 2.058
C -4.049 2.628 1.362
C -3.395 2.644 -0.022
C -4.164 1.835 -1.065
C -3.513 1.847 -2.451
C -3.467 3.229 -3.120
C -2.102 3.913 -3.016
C -1.076 3.310 -3.975
C 0.338 3.866 -3.788
C 0.974 3.562 -2.429
C 1.206 2.071 -2.195
C 1.780 1.756 -0.811
C 0.758 1.987 0.302
H 0.542 3.053 0.366
H -0.171 1.475 0.048
C 1.233 1.514 1.682
H 0.598 1.976 2.439
C 1.146 -0.007 1.758
H 1.751 -0.424 0.959
H 0.109 -0.310 1.592
N 1.599 -0.644 3.029
C 0.691 -0.268 4.128
H 1.015 -0.729 5.060
H 0.691 0.811 4.261
H -0.325 -0.591 3.905
C 2.971 -0.226 3.370
H 3.617 -0.352 2.495
H 2.976 0.816 3.679
H 3.347 -0.832 4.192
C 1.531 -2.130 2.875
H 1.630 -2.563 3.872
H 0.542 -2.379 2.481
C 2.596 -2.804 1.990
N 2.462 -2.592 0.573
C 3.353 -1.809 -0.090
N 3.313 -1.812 -1.423
C 4.192 -1.063 -2.056
C 5.126 -0.281 -1.386
C 5.055 -0.307 -0.004
N 4.175 -1.049 0.653
H 5.711 0.290 0.616
H 5.847 0.321 -1.908
H 4.135 -1.090 -3.136
C 1.542 -3.445 -0.165
C 0.115 -2.971 -0.058
C -0.824 -3.665 0.690
C -2.143 -3.245 0.763
C -2.546 -2.103 0.077
C -1.596 -1.386 -0.660
C -0.291 -1.820 -0.730
H 0.426 -1.279 -1.330
H -1.926 -0.511 -1.196
O -3.805 -1.609 0.059
C -4.837 -2.344 0.677
H -4.909 -3.354 0.266
H -4.699 -2.397 1.762
H -5.756 -1.802 0.460
H -2.847 -3.825 1.337
H -0.536 -4.569 1.209
H 1.859 -3.420 -1.209
H 1.629 -4.469 0.211
H 2.494 -3.878 2.184
H 3.602 -2.502 2.287
H 2.258 1.857 1.827
H 2.103 0.713 -0.808
H 2.662 2.375 -0.632
H 1.895 1.699 -2.956
H 0.267 1.527 -2.308
H 1.935 4.079 -2.374
H 0.341 3.969 -1.640
H 0.306 4.950 -3.916
H 0.979 3.460 -4.574
H -1.060 2.224 -3.867
H -1.391 3.521 -4.999
H -1.743 3.834 -1.991
H -2.213 4.975 -3.247
H -3.721 3.131 -4.177
H -4.227 3.868 -2.666
H -2.497 1.452 -2.370
H -4.075 1.158 -3.084
H -5.178 2.231 -1.145
H -4.238 0.797 -0.737
H -3.342 3.684 -0.348
H -2.372 2.269 0.048
H -3.522 3.339 2.005
H -5.078 2.980 1.262
H -4.587 0.541 1.429
H -4.645 1.366 2.983
H -2.127 1.477 2.972
H -2.132 0.512 1.485
H -2.762 -0.176 2.983
*
```

Results
relative energy (zero: lowest compared OMol25 entry of this formula, charge and spin): 0.0 kcal per mole
highest occupied orbital energy: -0.404 hartree

=====

# 3
Formula: C9H13P
Source: the OMol25 dataset
Level of theory: ωB97M-V/def2-TZVPD

```
! wB97M-V def2-TZVPD RIJCOSX def2/J DEFGRID3
* xyz 0 1
C -2.271 0.460 -1.457
C -1.531 0.269 -0.211
P -2.382 -1.036 0.920
C -0.818 1.390 0.527
C 0.617 0.995 0.150
C 1.698 0.602 1.215
C 2.692 -0.329 0.529
C 2.279 -1.233 -0.435
C 0.893 -1.318 -0.905
C 0.187 -0.288 -0.505
H -3.112 1.082 -1.204
H -2.508 -0.430 -1.837
H -1.757 0.997 -2.112
H -1.028 -1.269 1.439
H -2.040 -2.140 -0.005
H -0.911 1.183 1.551
H -1.202 2.474 0.337
H 1.128 1.665 -0.574
H 1.260 -0.044 2.008
H 1.888 1.546 1.530
H 3.655 -0.401 0.978
H 2.916 -1.971 -0.856
H 0.348 -2.205 -1.084
*
```

Results
structure (SMILES): C[C@]1(P)C[C@H]2CC=CC=C21
relative energy (zero: lowest compared OMol25 entry of this formula, charge and spin): 65.6 kcal per mole
highest occupied orbital energy: -0.301 hartree

=====

# 4
Formula: C5H14
Source: the OMol25 dataset
Level of theory: ωB97M-V/def2-TZVPD

```
! wB97M-V def2-TZVPD RIJCOSX def2/J DEFGRID3
* xyz 0 1
C 0.941 -0.515 1.604
C 0.907 -1.371 0.282
C 2.369 -1.787 -0.035
H 0.207 -0.897 2.326
H 0.739 0.518 1.354
H 1.851 -0.710 2.161
H 0.277 -2.247 0.412
H 0.482 -0.791 -0.534
H 2.358 -2.860 -0.230
H 2.787 -1.282 -0.911
H 3.129 -1.549 0.705
C -1.878 1.435 -0.189
C -2.108 1.959 -1.618
H -1.302 2.114 0.431
H -2.787 1.074 0.286
H -1.279 0.515 -0.188
H -1.654 1.383 -2.415
H -1.874 3.020 -1.553
H -3.166 1.994 -1.888
*
```

Results
structure (SMILES): CCC.CC
relative energy (zero: lowest compared OMol25 entry of this formula, charge and spin): 18.3 kcal per mole
highest occupied orbital energy: -0.409 hartree

=====

# 5
Formula: C4H7O
Source: the OMol25 dataset
Level of theory: ωB97M-V/def2-TZVPD

```
! wB97M-V def2-TZVPD RIJCOSX def2/J DEFGRID3
* xyz 1 1
C 1.643 -0.697 -0.125
C 0.494 -1.421 0.195
C 0.694 0.366 -0.417
C -1.669 -0.112 0.099
O -0.261 -0.256 0.526
H 2.724 -0.901 -0.447
H 0.062 -2.433 -0.054
H 1.369 3.294 0.305
H 0.980 2.637 -0.071
H -1.936 -1.107 -0.315
H -2.354 0.060 0.947
H -1.745 0.570 -0.642
*
```

Results
relative energy (zero: lowest compared OMol25 entry of this formula, charge and spin): 131.9 kcal per mole
highest occupied orbital energy: -0.577 hartree

=====

# 6
Formula: C7H14O
Source: the OMol25 dataset
Level of theory: ωB97M-V/def2-TZVPD

```
! wB97M-V def2-TZVPD RIJCOSX def2/J DEFGRID3
* xyz 0 1
C -1.215 2.860 -0.849
C -0.564 1.872 0.068
C -0.819 0.565 0.044
C -1.801 -0.113 -0.849
C -0.045 -0.353 0.959
C 1.303 -0.773 0.316
C 1.797 -2.152 0.774
O 2.485 -2.795 -0.299
H -0.903 2.793 -1.900
H -2.298 2.807 -0.953
H -1.061 3.913 -0.595
H -0.011 2.301 0.904
H -1.324 -0.936 -1.387
H -2.591 -0.532 -0.237
H -2.248 0.499 -1.625
H -0.633 -1.250 1.158
H 0.074 0.014 1.982
H 1.256 -0.753 -0.772
H 1.987 0.012 0.632
H 2.367 -2.037 1.700
H 0.917 -2.752 0.949
H 3.327 -3.190 -0.019
*
```

Results
structure (SMILES): C/C=C(\C)CCCO
relative energy (zero: lowest compared OMol25 entry of this formula, charge and spin): 29.4 kcal per mole
highest occupied orbital energy: -0.323 hartree

=====

no.,LUMO energy (eV)
1,-0.5
2,-2.0
3,0.9
4,1.1
5,-6.1
6,1.0